(1)
{"formula": "C25H45BiClP2", "method": "ωB97M-V with the def2-TZVPD basis set", "relative_energy_kcal_mol": 48.05, "fmax_ha_per_bohr": 0.0574, "homo_lumo_gap_ha": [0.1989, 0.2196], "spin_multiplicity": 1, "e_homo_ev": [-8.5440, -9.2289], "charge": 1, "species": ["Bi", "C", "C", "C", "C", "C", "C", "H", "H", "H", "C", "H", "H", "H", "C", "H", "H", "H", "C", "H", "H", "H", "C", "H", "H", "H", "C", "C", "C", "C", "C", "C", "C", "C", "H", "H", "H", "H", "H", "H", "H", "H", "H", "H", "H", "H", "P", "P", "C", "C", "H", "H", "H", "H", "C", "H", "H", "H", "C", "H", "H", "H", "C", "H", "H", "H", "C", "H", "H", "H", "Cl", "C", "H", "H"], "positions_angstrom": [[-0.501, 0.198, -0.094], [-2.499, 3.853, -0.328], [-2.111, 3.440, -1.637], [-4.230, 2.648, -1.242], [-3.811, 3.367, -0.086], [-3.181, 2.691, -2.199], [-1.713, 4.690, 0.598], [-0.653, 4.700, 0.324], [-1.801, 4.326, 1.630], [-2.067, 5.733, 0.586], [-4.632, 3.611, 1.123], [-4.007, 3.954, 1.958], [-5.157, 2.696, 1.441], [-5.404, 4.381, 0.945], [-5.559, 2.022, -1.424], [-6.336, 2.765, -1.673], [-5.880, 1.509, -0.504], [-5.529, 1.284, -2.236], [-3.221, 2.106, -3.552], [-3.739, 2.769, -4.260], [-3.755, 1.150, -3.543], [-2.210, 1.936, -3.935], [-0.845, 3.781, -2.321], [-0.976, 4.656, -2.984], [-0.493, 2.952, -2.951], [-0.054, 4.033, -1.603], [3.681, -2.080, 2.193], [3.968, -0.776, 2.040], [4.931, -0.236, 1.041], [4.915, -0.896, -0.382], [3.578, -1.297, -0.920], [3.102, -2.546, -0.764], [3.728, -3.619, 0.086], [4.370, -3.170, 1.440], [5.970, -0.334, 1.413], [5.612, -1.754, -0.381], [4.720, 0.848, 0.940], [5.405, -2.859, 1.246], [3.031, -2.403, 3.020], [3.615, -0.063, 2.787], [4.379, -4.068, 2.081], [2.938, -4.364, 0.295], [2.260, -2.915, -1.360], [4.521, -4.166, -0.457], [5.362, -0.146, -1.059], [3.087, -0.585, -1.601], [0.828, -0.705, 1.934], [-0.699, -2.306, -0.950], [0.933, -2.487, 1.437], [0.031, -3.255, 0.417], [0.859, -3.039, 2.390], [1.950, -2.556, 1.039], [0.585, -4.106, -0.046], [-0.814, -3.691, 0.976], [-2.228, -3.092, -1.480], [-2.746, -2.377, -2.141], [-2.870, -3.329, -0.625], [-2.000, -4.009, -2.043], [0.271, -2.161, -2.488], [0.381, -3.184, -2.885], [1.257, -1.700, -2.322], [-0.274, -1.531, -3.214], [0.926, -0.452, 3.720], [0.670, 0.602, 3.898], [1.915, -0.657, 4.167], [0.167, -1.087, 4.207], [1.902, 0.620, 1.161], [1.383, 1.458, 0.611], [2.578, 0.163, 0.424], [2.404, 1.146, 1.988], [-2.397, -1.827, 2.309], [-2.296, -0.372, 1.297], [-3.130, -0.400, 0.587], [-2.399, 0.510, 1.939]]}



(2)
{"formula": "C25H45BrClPTi", "method": "ωB97M-V with the def2-TZVPD basis set", "relative_energy_kcal_mol": 0.00, "fmax_ha_per_bohr": 0.1090, "homo_lumo_gap_ha": [0.1745, 0.1423], "spin_multiplicity": 2, "e_homo_ev": [-2.1220, -1.2173], "charge": -1, "species": ["Ti", "Cl", "P", "C", "H", "H", "C", "C", "C", "H", "C", "H", "H", "C", "H", "H", "C", "H", "H", "C", "H", "H", "H", "H", "C", "C", "H", "C", "H", "H", "C", "H", "H", "C", "H", "H", "C", "H", "H", "H", "H", "C", "H", "C", "H", "H", "C", "H", "H", "C", "H", "H", "C", "H", "H", "H", "H", "C", "C", "H", "C", "H", "C", "H", "H", "C", "H", "H", "C", "H", "H", "H", "H", "Br"], "positions_angstrom": [[-0.787, 0.607, 2.781], [-2.732, -0.429, 2.343], [-0.029, 0.399, 0.094], [-1.612, 2.544, 2.927], [-0.779, 3.233, 3.124], [-2.295, 2.688, 3.773], [1.350, -0.597, -0.775], [0.224, 2.129, -0.600], [2.738, -0.035, -0.439], [1.235, -1.581, -0.285], [3.864, -0.975, -0.904], [2.861, 0.933, -0.947], [2.841, 0.163, 0.637], [3.764, -1.335, -2.391], [4.832, -0.501, -0.704], [3.826, -1.898, -0.309], [2.353, -1.781, -2.795], [4.058, -0.467, -2.997], [4.477, -2.133, -2.627], [1.259, -0.825, -2.300], [2.288, -1.867, -3.888], [2.159, -2.781, -2.384], [1.376, 0.134, -2.822], [0.280, -1.219, -2.600], [-1.588, -0.273, -0.742], [0.685, 2.337, -2.055], [-0.794, 2.544, -0.485], [0.533, 3.815, -2.434], [1.744, 2.057, -2.160], [0.118, 1.730, -2.772], [1.285, 4.750, -1.478], [0.891, 3.970, -3.461], [-0.536, 4.072, -2.427], [1.051, 4.426, 0.004], [2.361, 4.694, -1.696], [0.983, 5.786, -1.676], [1.162, 2.926, 0.317], [1.773, 4.977, 0.618], [0.048, 4.769, 0.295], [2.197, 2.590, 0.155], [0.940, 2.751, 1.381], [-1.593, -1.812, -0.778], [-2.365, 0.033, -0.023], [-2.959, -2.341, -1.239], [-0.819, -2.179, -1.466], [-1.348, -2.229, 0.211], [-3.412, -1.728, -2.570], [-2.911, -3.433, -1.332], [-3.703, -2.114, -0.462], [-3.323, -0.197, -2.584], [-2.797, -2.135, -3.385], [-4.446, -2.031, -2.776], [-1.969, 0.337, -2.095], [-3.509, 0.176, -3.599], [-4.112, 0.215, -1.940], [-1.201, 0.098, -2.847], [-2.024, 1.434, -2.028], [0.643, -1.667, 2.655], [0.320, -0.901, 3.696], [1.504, -1.398, 2.028], [-0.778, -1.268, 4.711], [1.043, -0.161, 4.118], [-0.974, -2.796, 4.875], [-0.615, -0.799, 5.686], [-1.754, -0.885, 4.341], [-0.980, -3.479, 3.507], [-0.169, -3.226, 5.490], [-1.920, -3.000, 5.400], [0.228, -3.107, 2.625], [-0.988, -4.567, 3.652], [-1.917, -3.231, 2.988], [1.075, -3.739, 2.945], [0.016, -3.420, 1.596], [-2.651, 3.220, 1.304]]}